Here is a structure of composition C21H21BrN2O3 at a distorted geometry from the OMol25 dataset. Energies are from ωB97M-V with the def2-TZVPD basis set.

XYZ file:
```
48
Properties=species:S:1:pos:R:3
C 4.2581 -1.1576 1.3741
H 4.8208 -0.9574 0.3511
O 3.6301 -0.0391 1.7266
C 2.9753 -0.1533 2.9111
C 3.6448 0.2797 4.0429
C 2.8189 0.2871 5.3943
C 1.6090 -0.2412 5.4325
C 1.0144 -1.0072 4.1024
C 1.7085 -0.8630 2.9370
N 1.2236 -1.2230 1.6605
C -0.1178 -2.1940 1.7971
H 0.0357 -2.9312 2.6286
C -1.1008 -1.3560 1.4962
N -1.3343 -0.4529 0.4777
C -2.0683 -0.7577 -0.5948
O -3.0280 -1.3379 -0.3333
C -1.8576 0.2481 -1.8501
C -2.9270 0.5686 -2.6167
C -2.4242 1.0789 -3.8446
C -2.8027 1.8205 -4.8501
C -1.7290 2.1883 -5.7574
C -0.4930 2.3032 -5.2652
C -0.0846 1.6516 -4.2334
C -0.9987 1.2220 -3.3107
O -0.8176 0.2156 -2.3184
H 1.0271 1.6167 -4.1130
H 0.4540 2.7501 -6.2023
Br -2.4594 3.0316 -7.3932
H -3.7551 1.8755 -5.0861
C -4.4282 0.3635 -2.5522
H -4.8966 -0.3134 -3.4298
H -4.8734 1.1248 -2.4840
H -4.6958 -0.3228 -1.6775
C 0.0081 0.4767 0.4954
H -0.0441 1.1500 -0.3171
C 0.9834 -0.3911 0.5949
H 2.0687 0.1774 0.5190
H 1.1737 -0.7373 -0.2315
H -0.2412 1.0325 1.4749
H -2.2211 -2.0171 1.6579
H -1.4368 -0.5384 2.4849
H 0.0482 -2.5953 1.0239
H 0.0892 -1.3439 4.2322
H 1.0704 -0.4633 6.2444
H 3.1408 0.4936 6.3504
H 4.4316 0.8579 4.0038
H 5.0196 -1.5857 2.0486
H 3.5814 -1.8340 0.9989
```

Its spin multiplicity is 1. Its charge is 0. The largest force on an atom is 19.844 eV/A. As for the relative energy (zero: lowest compared OMol25 entry of this formula, charge and spin): 18.961 eV.


Here is an isolated molecule of C21H21BrN4O2 from the OMol25 dataset. Energies are from ωB97M-V with the def2-TZVPD basis set.

XYZ file:
```
49
Properties=species:S:1:pos:R:3
O -3.4211 0.8719 -2.1462
C -2.9466 0.5595 -1.0738
C -1.6348 0.9037 -0.6231
C -1.1512 0.5015 0.5875
N 0.0511 0.8494 1.1184
C 0.7658 -0.0231 2.0353
C 2.2130 -0.2292 1.5451
N 2.1877 -0.2747 0.1001
C 3.3024 -0.9665 -0.5300
C 4.6425 -0.2997 -0.3323
C 5.1236 0.6106 -1.2664
C 6.3196 1.2745 -1.0554
C 7.0530 1.0353 0.0938
C 6.5895 0.1215 1.0250
C 5.3928 -0.5396 0.8130
C 1.9129 1.0346 -0.4689
C 0.9267 1.7780 0.4427
N -1.9748 -0.2626 1.3795
C -3.2602 -0.6529 1.0551
O -3.9123 -1.3063 1.8368
N -3.7049 -0.2317 -0.1703
C -5.0184 -0.6195 -0.5640
C -5.9387 0.3502 -0.9380
C -7.2093 -0.0225 -1.3350
C -7.5481 -1.3641 -1.3405
Br -9.2986 -1.8799 -1.8763
C -6.6409 -2.3394 -0.9650
C -5.3674 -1.9629 -0.5823
H -1.0450 1.4690 -1.3202
H 0.2754 -0.9973 2.0652
H 0.7711 0.4076 3.0448
H 2.8741 0.5624 1.9354
H 2.5769 -1.1845 1.9254
H 3.0716 -1.0294 -1.5971
H 3.3240 -1.9811 -0.1227
H 4.5639 0.7897 -2.1740
H 6.6804 1.9781 -1.7913
H 7.9862 1.5524 0.2595
H 7.1630 -0.0790 1.9182
H 5.0444 -1.2594 1.5402
H 2.8232 1.6461 -0.5798
H 1.4781 0.8755 -1.4601
H 0.3400 2.5025 -0.1186
H 1.4731 2.3211 1.2202
H -1.6924 -0.5124 2.3165
H -5.6595 1.3913 -0.9290
H -7.9299 0.7236 -1.6321
H -6.9231 -3.3809 -0.9769
H -4.6489 -2.7113 -0.2885
```

The structure (SMILES) is O=c1cc(N2CCN(Cc3ccccc3)CC2)[nH]c(=O)n1-c1ccc(Br)cc1. Its spin multiplicity is 1. Its charge is 0. The largest force on an atom is 0.545 eV/A. As for the relative energy (zero: lowest compared OMol25 entry of this formula, charge and spin): 0.001 eV.


Here is an isolated molecule of C21H21BrN4O3 at a distorted geometry from the OMol25 dataset. Energies are from ωB97M-V with the def2-TZVPD basis set.

XYZ file:
```
50
Properties=species:S:1:pos:R:3
C 1.8053 -0.8583 4.1335
N 1.7069 -1.1533 2.6687
C 2.8663 -0.9465 1.8088
C 2.4787 -0.3552 0.4321
C 3.0452 -1.0080 -0.7256
C 2.6206 -0.5376 -1.9646
C 1.7384 0.5735 -2.1438
C 1.3084 1.0446 -3.4985
O 1.6334 2.1534 -3.8987
C 0.4337 0.1747 -4.4042
N -0.6158 -0.4323 -3.7144
N -1.4441 0.5008 -3.1086
C -2.2658 0.2644 -2.1028
C -2.2322 -1.0694 -1.4821
O -2.9142 -1.5485 -0.3566
C -3.8442 -0.7417 0.3677
C -2.9018 -0.0772 1.3563
C -2.2733 -0.6095 2.5711
C -1.7390 0.1921 3.4913
C -1.5908 1.5987 3.2116
Br -1.0390 2.8810 4.5912
C -1.9597 2.0293 1.9714
N -2.5508 1.2069 1.1596
C -1.4201 -2.0850 -2.1737
C -0.6232 -1.7831 -3.3344
O 0.1220 -2.6310 -3.8617
C 1.3325 1.2290 -1.0074
C 0.7934 2.6528 -1.0660
C 1.4651 0.6713 0.2744
H 2.5688 -0.0382 4.3330
H 0.7865 -0.7296 4.5694
H 2.2130 -1.7229 4.8331
H 1.1810 -1.9669 2.4533
H 3.3650 -1.8615 1.7622
H 3.6714 -0.2510 2.3037
H 3.6702 -1.9026 -0.5077
H 2.9503 -1.0466 -2.8399
H -0.1257 0.7989 -5.1545
H 1.0840 -0.5238 -4.7940
H -2.8097 1.0731 -1.8635
H -4.5302 -1.4487 0.9518
H -4.3824 0.0261 -0.1805
H -2.3500 -1.6513 2.8227
H -1.4953 -0.2149 4.4797
H -1.6793 2.9706 1.5707
H -1.3273 -3.1873 -1.9394
H 1.6482 3.4135 -0.9233
H 0.0065 2.7931 -0.2439
H 0.3481 2.8872 -2.0627
H 1.2710 1.2473 1.2351
```

The structure (SMILES) is CNCc1ccc(C(=O)Cn2ncc(OCc3ccc(Br)cn3)cc2=O)c(C)c1. Its spin multiplicity is 1. Its charge is 0. The largest force on an atom is 5.868 eV/A. As for the relative energy (zero: lowest compared OMol25 entry of this formula, charge and spin): 6.447 eV.


Here is a cluster of 4 separate species, C21H21BrN5O in total at a distorted geometry from the OMol25 dataset. Energies are from ωB97M-V with the def2-TZVPD basis set.

XYZ file:
```
49
Properties=species:S:1:pos:R:3
O 4.5187 -0.2928 2.1765
C 4.2751 0.8948 1.8253
N 3.7938 2.1356 1.6081
N 2.8879 2.3967 2.6657
C 1.6653 1.8274 2.6004
N 0.7219 2.0671 3.7283
C -0.4071 1.2379 3.2462
Br -2.0245 1.0868 4.3692
N -0.1597 0.6079 1.9549
N 1.1023 0.9677 1.5657
H 3.2529 2.9778 3.4357
H -0.7693 -0.0299 1.4075
H 1.6270 0.7066 0.7058
C 1.3704 -1.0549 -2.0503
C 1.2779 -2.4319 -2.2338
C 0.0335 -3.0560 -2.2110
C -1.1206 -2.3013 -2.0144
C -1.0291 -0.9237 -1.8345
C 0.2165 -0.3006 -1.8482
H 2.3414 -0.5690 -2.0649
H 2.1764 -3.0194 -2.3940
H -0.0373 -4.1301 -2.3475
H -2.0909 -2.7874 -2.0016
H -1.9291 -0.3351 -1.6830
H 0.2883 0.7734 -1.7028
C 3.8308 -5.2288 -6.0307
C 2.7861 -6.0955 -6.3391
C 1.4666 -5.6748 -6.1977
C 1.1917 -4.3828 -5.7569
C 2.2366 -3.5148 -5.4520
C 3.5561 -3.9386 -5.5846
H 4.8594 -5.5584 -6.1378
H 3.0004 -7.1004 -6.6893
H 0.6524 -6.3529 -6.4319
H 0.1629 -4.0529 -5.6513
H 2.0221 -2.5068 -5.1099
H 4.3703 -3.2635 -5.3416
C -3.0968 5.7226 5.2989
C -3.1923 4.3463 5.1138
C -4.4378 3.7247 5.1378
C -5.5894 4.4814 5.3373
C -5.4940 5.8581 5.5186
C -4.2478 6.4785 5.5038
H -2.1254 6.2066 5.2835
H -2.2948 3.7572 4.9515
H -4.5120 2.6502 5.0001
H -6.5608 3.9977 5.3512
H -6.3921 6.4482 5.6725
H -4.1736 7.5510 5.6507
```

Its spin multiplicity is 1. Its charge is +1. The largest force on an atom is 9.218 eV/A.


no.,HOMO-LUMO gap (eV)
1,8.38
2,8.86
3,8.28
4,6.57